ORCA calculation (ωB97M-V with the def2-TZVPD basis set) on one molecule with the formula C4H7NO2.

```
14
Properties=species:S:1:pos:R:3:mulliken_charge:R:1
O -1.46 0.99 1.99 -0.49
C -1.11 0.61 0.73 0.10
C -1.21 -0.68 0.35 -0.87
C 0.00 -1.31 -0.30 -0.23
C 0.65 -0.16 -0.99 -0.27
N 1.79 0.32 -0.69 -0.49
O 1.93 1.56 -1.32 -0.37
H -1.22 0.21 2.50 0.35
H -0.70 1.44 0.17 0.35
H -1.94 -1.31 0.86 0.41
H 0.60 -1.69 0.54 0.24
H -0.17 -2.15 -0.98 0.33
H -0.03 0.40 -1.62 0.58
H 2.87 1.76 -1.24 0.36
```

## Properties
* LUMO level: 0.914 eV
* HOMO level: -0.3213 Ha
* DFT total energy: -361.7227 Eh
* gap between HOMO and LUMO: 9.7 eV
* SMILES string: O/C=C/C/C=N/O
* energy above the lowest of the compared OMol25 structures with the same formula, charge and spin: 415.16 kJ/mol
* multiplicity: 1

ORCA calculation (ωB97M-V with the def2-TZVPD basis set) on C56H43HoN2O5P2S as an isolated structure at a distorted geometry.

```
110
Properties=species:S:1:pos:R:3:mulliken_spin:R:1
Ho -1.40 1.00 -0.33 4.08
O -0.60 4.31 2.37 0.00
C -0.71 3.23 1.82 0.00
O -0.75 2.99 0.57 0.00
C -0.89 1.94 2.68 0.00
C -0.89 1.86 4.13 0.00
C -1.20 0.72 4.75 0.00
C -1.72 -0.47 4.00 0.00
C -1.45 -0.31 2.50 -0.01
N -1.03 0.90 1.95 -0.02
C -2.44 -1.04 1.48 0.01
O -3.42 -1.88 2.11 0.00
O -2.79 -0.37 0.41 0.00
H -0.57 2.75 4.66 0.00
H -1.12 0.62 5.83 0.00
H -2.76 -0.66 4.25 0.00
C -3.94 2.35 1.67 0.00
C -4.20 2.88 0.29 -0.01
C -5.19 3.86 0.12 0.00
C -5.50 4.30 -1.13 0.00
C -4.86 3.73 -2.25 0.01
C -5.20 4.08 -3.56 0.00
C -4.56 3.48 -4.62 0.00
C -3.59 2.52 -4.39 0.00
C -3.22 2.13 -3.11 0.00
S -2.03 0.88 -2.94 -0.01
C -3.85 2.75 -1.99 -0.01
N -3.53 2.37 -0.73 -0.01
H -4.86 2.36 2.25 0.00
H -3.21 2.99 2.19 0.00
H -3.56 1.33 1.62 0.00
H -5.69 4.26 1.00 0.00
H -6.25 5.06 -1.28 0.00
H -5.97 4.82 -3.72 0.00
H -4.82 3.75 -5.63 0.00
H -3.11 2.03 -5.23 0.00
C 4.77 -3.49 -1.71 0.00
C 4.39 -3.24 -0.24 0.00
C 5.36 -3.96 0.70 0.00
C 4.42 -1.73 0.00 0.00
C 5.61 -1.04 0.20 0.00
C 5.62 0.34 0.36 0.00
C 4.45 1.06 0.34 0.00
C 3.24 0.40 0.13 0.00
P 1.61 1.26 0.03 0.00
C 2.04 2.67 1.12 0.00
C 2.39 2.33 2.43 0.00
C 2.68 3.32 3.34 0.00
C 2.65 4.65 2.97 0.00
C 2.29 4.99 1.67 0.00
C 1.97 4.00 0.76 0.00
C 1.86 1.86 -1.69 0.00
C 1.14 1.18 -2.67 0.00
C 1.21 1.57 -4.00 0.00
C 2.02 2.63 -4.36 0.00
C 2.81 3.25 -3.40 0.00
C 2.73 2.87 -2.07 0.00
C 3.26 -0.98 -0.07 0.00
O 2.03 -1.52 -0.32 0.00
C 1.90 -2.87 -0.17 0.00
C 0.58 -3.30 -0.14 0.00
C 0.30 -4.65 0.03 0.00
C 1.35 -5.54 0.17 0.00
C 2.66 -5.10 0.12 0.00
C 2.97 -3.75 -0.06 0.00
P -0.67 -1.98 -0.28 -0.01
C -1.43 -2.21 1.39 0.00
C -0.54 -1.54 2.47 0.00
C -0.86 -1.78 3.97 0.00
C -1.58 -3.06 4.24 0.00
C -2.32 -3.67 3.31 0.00
C -2.58 -3.05 1.98 0.00
C -1.72 -2.72 -1.58 0.00
C -1.03 -3.23 -2.68 0.00
C -1.72 -3.65 -3.80 0.00
C -3.10 -3.56 -3.83 0.00
C -3.79 -3.03 -2.75 0.00
C -3.10 -2.60 -1.63 0.00
H 5.78 -3.14 -1.91 0.00
H 4.09 -2.96 -2.37 0.00
H 4.72 -4.56 -1.94 0.00
H 6.38 -3.61 0.56 0.00
H 5.36 -5.03 0.51 0.00
H 5.08 -3.79 1.74 0.00
H 6.55 -1.57 0.22 0.00
H 6.56 0.85 0.50 0.00
H 4.46 2.13 0.49 0.00
H 2.42 1.29 2.72 0.00
H 2.94 3.04 4.36 0.00
H 2.87 5.42 3.69 0.00
H 2.24 6.02 1.38 0.00
H 1.62 4.28 -0.23 0.00
H 0.54 0.31 -2.39 0.00
H 0.61 1.05 -4.73 0.00
H 2.06 2.96 -5.39 0.00
H 3.49 4.03 -3.69 0.00
H 3.35 3.36 -1.34 0.00
H -0.72 -4.98 0.05 0.00
H 1.15 -6.59 0.32 0.00
H 3.46 -5.82 0.20 0.00
H 0.52 -1.46 2.23 0.00
H 0.03 -1.71 4.60 0.00
H -1.47 -3.49 5.22 0.00
H -2.82 -4.60 3.53 0.00
H -3.03 -3.76 1.27 0.00
H 0.05 -3.28 -2.66 0.00
H -1.18 -4.04 -4.65 0.00
H -3.65 -3.89 -4.71 0.00
H -4.86 -2.94 -2.79 0.00
H -3.63 -2.15 -0.81 0.00
```

## Properties
* LUMO level (spin up / spin down): -0.348 / -0.338 eV
* HOMO level (spin up / spin down): -0.2532 / -0.2531 Ha
* DFT total energy: -4674.5675 Eh
* gap between HOMO and LUMO (spin up / spin down): 6.5 / 6.6 eV
* multiplicity: 5

ORCA calculation (ωB97M-V with the def2-TZVPD basis set) on C6H15N as an isolated structure at a distorted geometry.

```
22
Properties=species:S:1:pos:R:3:mulliken_charge:R:1
C 1.41 1.80 1.60 -1.16
C 0.20 1.63 0.64 -0.21
N 0.48 0.47 -0.20 -0.49
C -1.00 -3.10 0.49 -0.55
C 0.19 -2.55 1.13 -0.41
C -0.45 0.13 -1.27 -0.13
C -0.63 1.29 -2.27 -1.31
H 1.32 1.78 2.67 0.32
H 1.90 2.76 1.36 0.30
H 2.33 1.17 1.35 0.30
H -0.72 1.64 1.30 0.17
H 0.27 2.47 -0.11 0.31
H -1.97 -2.84 0.81 0.30
H -0.90 -3.74 -0.37 0.26
H 0.21 -1.83 1.92 0.21
H -0.37 -2.00 0.20 0.40
H 1.21 -2.88 0.87 0.21
H -1.48 -0.26 -0.99 0.25
H 0.00 -0.77 -1.91 0.23
H 0.51 1.66 -2.39 0.27
H -1.26 2.06 -1.75 0.24
H -1.21 1.08 -3.09 0.51
```

## Properties
* LUMO level: -1.102 eV
* HOMO level: -0.2182 Ha
* DFT total energy: -292.0667 Eh
* gap between HOMO and LUMO: 4.8 eV
* energy above the lowest of the compared OMol25 structures with the same formula, charge and spin: 793.71 kJ/mol
* multiplicity: 1

ORCA calculation (ωB97M-V with the def2-TZVPD basis set) on one molecule with the formula C6H16N2 at a distorted geometry.

```
24
Properties=species:S:1:pos:R:3:mulliken_charge:R:1
C -0.92 -1.99 1.60 -1.06
C -1.62 -1.64 0.23 -0.51
N -0.70 -0.86 -0.65 0.02
C 0.17 -1.80 -1.42 -1.08
C 0.16 0.16 -0.05 -1.00
C 0.04 1.46 -0.91 -0.52
N 0.41 2.73 -0.28 -0.37
C 1.56 2.83 0.61 -0.74
H 0.13 -2.05 1.57 0.33
H -1.27 -1.26 2.38 0.28
H -1.42 -2.86 2.03 0.36
H -2.00 -2.64 -0.07 0.36
H -2.46 -0.84 0.26 0.28
H 0.69 -2.61 -0.86 0.34
H -0.33 -2.59 -2.02 0.40
H 0.98 -1.33 -2.00 0.32
H 1.14 -0.06 0.26 0.53
H -0.27 0.48 0.91 0.44
H 0.58 1.35 -1.86 0.31
H -1.04 1.44 -1.15 0.27
H 0.56 3.44 -1.10 0.27
H 1.79 3.87 0.93 0.28
H 2.53 2.49 0.06 0.25
H 1.30 2.26 1.52 0.26
```

## Properties
* LUMO level: 0.993 eV
* HOMO level: -0.3062 Ha
* DFT total energy: -347.6139 Eh
* gap between HOMO and LUMO: 9.3 eV
* SMILES string: CCN(C)CCNC
* energy above the lowest of the compared OMol25 structures with the same formula, charge and spin: 291.33 kJ/mol
* multiplicity: 1

ORCA calculation (ωB97M-V with the def2-TZVPD basis set) on C35H48BrCaGeN8O5S as an isolated structure at a distorted geometry.

```
100
Properties=species:S:1:pos:R:3:mulliken_charge:R:1
Ca -1.30 -1.33 0.77 0.90
O 1.71 -4.38 2.29 -0.90
C 2.51 -4.45 1.25 -0.12
C 3.47 -5.47 1.15 -0.65
C 4.33 -5.54 0.07 -0.37
C 4.26 -4.61 -0.97 -1.00
C 3.30 -3.61 -0.89 0.03
C 2.44 -3.51 0.19 -0.77
C 1.44 -2.38 0.25 1.33
O 0.41 -2.61 1.15 -0.21
N 2.15 -1.14 0.67 0.03
N 1.49 -0.22 1.33 0.34
C 2.07 0.86 1.71 -0.96
C 1.39 1.84 2.53 -0.17
Br -0.29 1.29 3.26 -0.01
C 1.83 3.06 2.86 -0.83
C 3.02 3.72 2.32 0.23
C 3.43 3.59 0.99 0.28
C 4.56 4.24 0.53 -0.71
C 5.30 5.06 1.37 -0.46
C 4.89 5.23 2.69 -0.54
C 3.76 4.58 3.15 -0.57
H 0.82 -3.40 1.77 0.22
H 3.53 -6.20 1.95 0.41
H 5.07 -6.33 0.02 0.36
H 4.93 -4.67 -1.82 0.42
H 3.21 -2.89 -1.70 0.43
H 1.02 -2.19 -0.75 -0.39
H 3.09 -0.97 0.34 0.37
H 3.12 1.04 1.49 0.66
H 1.27 3.61 3.60 0.47
H 2.84 2.99 0.31 0.34
H 4.85 4.13 -0.51 0.44
H 6.18 5.57 1.00 0.38
H 5.44 5.88 3.35 0.37
H 3.44 4.72 4.18 0.41
O -2.43 -2.15 -3.97 -0.48
C -3.64 -2.03 -3.35 1.52
C -4.80 -1.80 -4.08 -0.78
C -6.03 -1.70 -3.45 -0.56
C -6.11 -1.84 -2.07 -0.86
C -4.96 -2.09 -1.34 -0.77
C -3.72 -2.17 -1.96 -0.10
C -2.51 -2.34 -1.07 1.08
O -2.66 -2.93 0.02 -0.87
O -1.43 -1.76 -1.40 -0.17
H -2.58 -2.09 -4.92 0.29
H -4.73 -1.69 -5.16 0.30
H -6.92 -1.50 -4.04 0.37
H -7.07 -1.77 -1.57 0.40
H -4.99 -2.20 -0.27 0.47
C 0.63 -2.65 4.90 -0.68
N -0.75 -2.38 4.54 0.00
C -1.62 -3.22 3.96 0.07
N -1.14 -4.38 3.45 -0.34
S -3.26 -2.83 3.89 -0.38
H 1.14 -1.70 5.05 0.29
H 1.15 -3.19 4.12 0.19
H 0.69 -3.23 5.83 0.28
H -1.20 -1.59 4.97 0.19
H -0.15 -4.53 3.29 0.19
H -1.77 -4.86 2.83 0.27
C -0.82 1.11 -2.26 0.92
N 0.54 0.69 -1.86 1.04
C 1.04 -0.24 -2.87 -1.07
N 1.08 0.36 -4.21 0.14
C -0.28 0.79 -4.55 -0.40
N -0.82 1.75 -3.58 0.09
C 0.08 2.91 -3.53 -0.86
N 1.45 2.54 -3.16 0.14
C 1.39 1.88 -1.85 -0.48
C 1.93 1.56 -4.14 -0.74
H -1.21 1.80 -1.53 -0.52
H -1.44 0.22 -2.30 -0.82
H 0.38 -1.11 -2.89 0.20
H 2.05 -0.56 -2.59 0.19
H -0.92 -0.09 -4.56 0.10
H -0.26 1.25 -5.54 0.39
H -0.31 3.62 -2.79 0.35
H 0.10 3.39 -4.51 0.36
H 1.02 2.59 -1.12 -0.22
H 2.41 1.58 -1.57 0.32
H 2.94 1.26 -3.87 0.31
H 1.95 2.03 -5.13 0.36
C -1.00 2.93 0.98 -0.95
Ge -2.83 2.20 1.28 0.86
C -3.44 3.07 2.95 -1.32
C -3.93 2.97 -0.18 -1.43
C -2.97 0.28 1.30 -1.20
H -0.64 3.45 1.87 0.66
H -1.00 3.65 0.15 0.51
H -0.31 2.12 0.75 -0.30
H -3.40 4.16 2.87 0.34
H -2.82 2.76 3.79 0.32
H -4.47 2.78 3.17 0.38
H -3.80 4.05 -0.27 0.35
H -4.98 2.76 0.00 0.41
H -3.66 2.52 -1.14 0.34
H -3.74 0.06 0.54 0.12
H -3.41 -0.02 2.26 0.45
```

## Properties
* LUMO level: 2.186 eV
* HOMO level: -0.1654 Ha
* charge: -1
* DFT total energy: -7903.6081 Eh
* gap between HOMO and LUMO: 6.7 eV
* energy above the lowest of the compared OMol25 structures with the same formula, charge and spin: 49.22 kJ/mol
* multiplicity: 1

ORCA calculation (ωB97M-V with the def2-TZVPD basis set) on one molecule with the formula C19H31BBrINO8P3 at a distorted geometry.

```
65
Properties=species:S:1:pos:R:3:mulliken_charge:R:1
C -2.71 -1.34 2.39 -1.18
C -2.87 0.07 1.80 -0.38
B -1.99 0.47 0.57 0.41
O -2.62 1.13 -0.48 -0.75
C -0.41 0.23 0.28 -0.48
O -0.08 -0.96 -0.49 0.09
C -0.89 -2.05 -0.36 -0.07
O -0.58 -2.93 0.37 -0.54
C -2.12 -2.17 -1.18 0.16
C -3.22 -2.81 -0.60 -0.54
C -4.42 -2.93 -1.30 -0.83
C -4.54 -2.42 -2.59 -0.47
C -3.43 -1.82 -3.18 -0.85
C -2.23 -1.69 -2.48 0.39
C 0.65 0.22 1.42 -0.75
P 0.32 0.92 3.05 0.46
N -0.51 -0.01 3.98 -0.88
O -0.42 2.35 2.85 -0.44
O 1.77 1.14 3.71 -0.40
C 2.02 0.54 0.67 0.70
C 2.81 -0.76 0.64 -0.98
C 4.15 -0.90 -0.11 -0.26
C 5.36 -1.00 0.80 -1.42
Br 4.54 0.45 -1.46 -0.12
P 3.09 1.94 1.32 0.73
O 4.22 1.48 2.15 -0.79
O 1.56 1.06 -0.59 0.35
C 0.19 1.37 -0.64 0.12
C -0.28 1.28 -2.10 0.08
C 0.75 1.42 -3.21 -0.91
C 1.54 0.14 -3.48 -0.76
I 1.98 3.18 -3.10 0.07
P -0.18 3.13 -0.10 0.46
O 0.97 3.82 0.52 -0.74
H -2.96 -1.30 3.45 0.45
H -1.68 -1.68 2.37 0.27
H -3.40 -2.03 1.94 0.40
H -2.74 0.85 2.54 0.46
H -3.91 0.16 1.48 0.53
H -3.39 0.61 -0.74 0.31
H -3.16 -3.22 0.39 0.83
H -5.28 -3.40 -0.85 0.43
H -5.47 -2.49 -3.13 0.43
H -3.50 -1.44 -4.19 0.45
H -1.40 -1.24 -2.98 0.64
H 0.68 -0.84 1.70 0.70
H -1.37 0.42 4.30 0.24
H -0.19 2.98 3.54 0.33
H 1.74 1.90 4.30 0.38
H 2.16 -1.57 0.32 0.19
H 3.03 -0.97 1.69 0.64
H 4.11 -1.84 -0.65 0.55
H 5.76 -0.03 1.05 0.35
H 5.13 -1.57 1.70 0.40
H 6.15 -1.53 0.26 0.40
H 2.24 2.75 2.07 0.06
H 3.49 2.60 0.16 0.05
H -0.78 0.35 -2.29 -1.40
H -1.04 2.04 -2.28 0.71
H 0.17 1.59 -4.11 0.90
H 2.51 0.33 -3.91 0.42
H 0.98 -0.47 -4.19 0.27
H 1.63 -0.46 -2.58 -0.04
H -0.62 3.83 -1.23 0.17
H -1.28 3.10 0.78 -0.01
```

## Properties
* LUMO level: -0.309 eV
* HOMO level: -0.3330 Ha
* DFT total energy: -5319.9586 Eh
* gap between HOMO and LUMO: 8.8 eV
* SMILES string: CCB(O)[C@]1(OC(=O)c2ccccc2)[C@H](P(=N)(O)O)[C@](C[C@H](C)Br)([PH2]=O)O[C@]1(C[C@H](C)I)[PH2]=O
* energy above the lowest of the compared OMol25 structures with the same formula, charge and spin: 0.00 kJ/mol
* multiplicity: 1

ORCA calculation (ωB97M-V with the def2-TZVPD basis set) on C27H34AuCl2N5O3 as an isolated structure at a distorted geometry.

```
72
Properties=species:S:1:pos:R:3:mulliken_spin:R:1
O 1.21 -0.45 -3.98 0.00
C 0.17 0.05 -4.40 0.00
C -0.01 1.49 -4.74 0.00
C 0.33 2.43 -3.76 0.01
H 0.49 2.10 -2.72 0.00
C 0.39 3.79 -4.08 0.00
H 0.63 4.52 -3.30 0.00
C 0.09 4.18 -5.40 0.00
H 0.22 5.24 -5.71 0.00
C -0.46 3.27 -6.33 0.00
H -0.82 3.62 -7.31 0.00
C -0.56 1.92 -5.97 0.00
H -1.10 1.19 -6.58 0.00
H -0.80 -0.53 -4.32 0.00
C -2.89 -0.94 -1.66 0.00
C -2.76 0.41 -0.96 0.53
H -3.45 -0.87 -2.62 -0.01
H -3.31 -1.72 -1.01 0.03
H -1.84 -1.24 -1.89 0.03
C -3.08 1.63 -1.44 0.31
C -4.44 2.23 -1.56 0.05
H -2.24 2.23 -1.80 0.12
H -4.60 2.75 -2.52 0.02
H -4.51 3.02 -0.79 0.03
H -5.24 1.49 -1.38 -0.01
Au -1.24 0.54 0.30 0.47
Cl 0.47 2.12 -0.14 0.14
Cl -3.17 -0.03 1.55 0.25
H 4.34 1.55 -2.89 0.00
H 4.67 1.33 -0.25 0.00
C 3.29 1.47 -2.55 0.00
C 3.64 0.96 -0.15 0.00
N 3.16 0.53 -1.44 0.00
H 2.69 1.12 -3.39 0.00
C 2.71 -0.73 -1.61 0.00
O 2.48 -1.54 -0.68 0.00
H 3.60 0.11 0.53 0.00
H 2.55 -1.00 -2.66 0.00
H 2.93 2.46 -2.24 0.00
H 2.99 1.76 0.22 0.00
H -0.29 -6.09 0.14 0.00
H 1.68 -5.67 -1.60 0.00
C -0.85 -5.38 -0.48 0.00
C 1.00 -4.94 -2.07 0.00
N 0.04 -4.43 -1.12 0.00
H -1.59 -4.84 0.12 0.00
C 0.04 -3.14 -0.73 -0.01
O -0.68 -2.68 0.17 0.00
H 1.58 -4.10 -2.47 0.00
H 0.76 -2.53 -1.29 0.00
H -1.36 -5.98 -1.25 0.00
H 0.48 -5.46 -2.89 0.00
N -0.07 1.18 10.90 0.00
C -0.06 0.94 9.76 0.00
C -0.04 0.63 8.37 0.00
C -1.01 1.18 7.52 0.00
C -1.00 0.90 6.15 0.00
C 0.00 0.05 5.65 0.00
C 0.96 -0.53 6.49 0.00
C 0.93 -0.24 7.86 0.00
N 0.12 -0.13 4.25 0.00
C 1.17 -0.79 3.56 0.00
C 0.93 -0.65 2.23 -0.02
N -0.25 0.05 2.07 0.07
C -0.71 0.37 3.30 -0.01
H -1.76 1.86 7.92 0.00
H -1.73 1.35 5.48 0.00
H 1.73 -1.18 6.06 0.00
H 1.68 -0.68 8.50 0.00
H 1.95 -1.32 4.09 0.00
H 1.48 -1.03 1.38 0.01
H -1.65 0.83 3.54 0.00
```

## Properties
* LUMO level (spin up / spin down): -0.151 / -1.440 eV
* HOMO level (spin up / spin down): -0.2335 / -0.3177 Ha
* DFT total energy: -2604.6713 Eh
* gap between HOMO and LUMO (spin up / spin down): 6.2 / 7.2 eV
* energy above the lowest of the compared OMol25 structures with the same formula, charge and spin: 0.00 kJ/mol
* multiplicity: 3

ORCA calculation (ωB97M-V with the def2-TZVPD basis set) on C26H32F5N5O3ReSSi as an isolated structure.

```
74
Properties=species:S:1:pos:R:3:mulliken_charge:R:1
Re 0.76 -1.19 0.04 0.23
N 0.57 -3.25 0.59 -0.45
N 1.77 -3.99 0.68 -0.37
C 2.89 -3.52 0.09 0.50
N 3.95 -4.32 0.04 -0.40
S 2.96 -1.94 -0.56 -0.37
H 0.07 -3.34 1.48 0.40
H -0.01 -3.62 -0.17 0.44
H 1.69 -4.96 0.96 0.24
H 3.96 -5.25 0.43 0.20
H 4.80 -3.96 -0.35 0.21
C -4.07 1.35 -1.43 -1.07
C -4.49 0.79 -0.08 -1.57
C -3.76 -0.52 0.30 2.75
C -4.33 -1.07 1.62 -1.46
C -3.61 -2.32 2.11 -1.01
C -4.04 -1.53 -0.80 -0.34
O -5.15 -1.92 -1.07 -0.58
N -2.94 -2.00 -1.53 0.14
C -1.65 -1.78 -1.16 0.51
O -0.69 -2.37 -1.71 -0.81
N -1.34 -0.96 -0.16 0.84
C -2.28 -0.22 0.53 -1.06
O -1.93 0.61 1.35 -0.49
H -4.53 2.33 -1.60 0.50
H -4.36 0.70 -2.25 0.34
H -2.99 1.50 -1.48 0.02
H -5.56 0.57 -0.08 0.49
H -4.30 1.50 0.72 0.48
H -5.38 -1.28 1.45 0.52
H -4.25 -0.27 2.36 0.47
H -3.72 -3.14 1.40 0.26
H -4.04 -2.66 3.06 0.51
H -2.55 -2.13 2.28 0.07
H -3.12 -2.65 -2.28 0.33
F 2.83 1.95 0.43 -0.34
C 3.32 1.45 -0.71 0.37
C 2.45 0.90 -1.64 0.37
C 3.00 0.42 -2.82 0.92
F 2.19 -0.10 -3.75 -0.39
C 4.37 0.44 -3.05 0.33
F 4.86 -0.05 -4.18 -0.31
C 5.22 0.97 -2.10 0.57
F 6.53 0.99 -2.30 -0.31
C 4.69 1.49 -0.92 0.19
F 5.49 2.01 0.00 -0.31
C -0.85 1.95 -3.61 -1.12
Si 0.11 2.49 -2.10 0.08
C -0.93 3.25 -0.74 -0.95
C 1.48 3.68 -2.58 -1.20
C 0.97 0.87 -1.41 -1.12
H -1.41 2.78 -4.04 0.44
H -1.55 1.14 -3.40 0.29
H -0.16 1.59 -4.38 0.35
H -1.60 4.00 -1.16 0.41
H -0.28 3.75 -0.02 0.37
H -1.53 2.53 -0.19 0.20
H 1.04 4.62 -2.90 0.45
H 2.09 3.30 -3.40 0.33
H 2.14 3.90 -1.74 0.32
H 0.49 0.07 -1.98 0.73
H 0.71 0.89 -0.32 -0.72
C 1.02 -0.54 1.60 0.51
C 1.19 -0.02 2.93 0.21
C 1.73 -0.83 3.93 -0.29
C 1.88 -0.33 5.21 -0.74
C 1.49 0.97 5.49 -0.46
C 0.95 1.78 4.50 -0.89
C 0.79 1.29 3.22 -0.06
H 2.05 -1.84 3.69 0.42
H 2.30 -0.96 5.99 0.42
H 1.60 1.35 6.50 0.40
H 0.65 2.79 4.73 0.43
H 0.35 1.90 2.44 0.59
```

## Properties
* LUMO level: -2.865 eV
* HOMO level: -0.4005 Ha
* charge: +1
* DFT total energy: -2774.6123 Eh
* gap between HOMO and LUMO: 8.0 eV
* energy above the lowest of the compared OMol25 structures with the same formula, charge and spin: 0.00 kJ/mol
* multiplicity: 1

Which value of DFT total energy does entry 5 give? -7903.6081 Eh